1.
13
Properties=species:S:1:pos:R:3 method="wB97M-V/def2-TZVPD" gap_ev=11.21 lumo_energy_ev=0.860 smiles=N#CCCCO e_above_lowest_kj_mol=196.11 total_charge=0 e_tot_ha=-286.5570
N 2.20036 0.14138 -1.00862
C 1.18371 0.64153 -1.21239
C -0.19158 1.00966 -1.21774
C -0.82576 -0.24436 -0.19089
C 0.00600 -0.79891 0.95243
O 0.24092 0.14890 1.95932
H -0.29718 2.02452 -0.81265
H -0.56229 1.03321 -2.25776
H -1.73827 0.17158 0.24626
H -1.02554 -1.08569 -0.86871
H -0.84357 -1.50626 1.19219
H 0.90756 -1.37346 0.67670
H 0.94564 -0.16212 2.54186

=====

2.
77
Properties=species:S:1:pos:R:3 method="wB97M-V/def2-TZVPD" gap_ev=5.85 lumo_energy_ev=-4.710 total_charge=+1 e_tot_ha=-2140.6390
C -2.47338 -4.11397 -5.49833
C -1.90746 -3.19885 -4.43124
O -2.67502 -1.97971 -4.49688
O -2.63786 -1.36968 -3.18343
C -1.64418 -0.42453 -3.22272
O -0.69952 -0.46304 -2.49324
C -1.89062 0.75174 -4.14364
C -2.97759 0.80405 -5.02165
C -3.11910 1.90772 -5.80683
N -2.22715 2.91353 -5.71288
C -1.17530 2.92115 -4.87424
C -0.25706 4.10120 -4.89517
C 0.34336 4.44582 -3.51627
C 1.87002 4.28557 -3.45603
C 2.40645 3.74405 -2.11878
C 1.61205 4.14792 -0.86057
C 2.48038 4.51198 0.34948
C 3.02157 3.32066 1.14484
S 4.67891 2.75043 0.69207
C 4.30982 1.52158 -0.46599
N 3.24132 0.82521 -0.67059
N 3.53830 -0.03390 -1.73198
C 4.75016 0.20717 -2.04902
O 5.31601 1.18320 -1.30819
C -1.00201 1.80984 -4.06905
H -1.70987 -4.82530 -5.80202
H -2.76800 -3.54071 -6.37596
H -3.34391 -4.65639 -5.14028
H -0.85938 -2.97151 -4.63191
H -2.00121 -3.62428 -3.43715
H -3.69408 0.00382 -5.08675
H -3.92537 2.02254 -6.51310
H -2.35063 3.71988 -6.31244
H 0.52831 3.89455 -5.62538
H -0.81567 4.95264 -5.28942
H 0.07935 5.48041 -3.30818
H -0.13163 3.84630 -2.74405
H 2.16571 3.57868 -4.23498
H 2.36370 5.22297 -3.70694
H 3.42955 4.10394 -1.99606
H 2.47678 2.66191 -2.17282
H 0.96512 4.99875 -1.06798
H 0.99476 3.30308 -0.54709
H 1.85413 5.07866 1.04065
H 3.29359 5.17456 0.05039
H 2.33716 2.48132 1.12504
H 3.13720 3.59453 2.18984
H 5.33964 -0.27120 -2.80976
H -0.16947 1.76166 -3.38293
O 1.11247 1.72381 3.10787
C 0.81338 0.56208 2.99716
O 0.69815 -0.17722 4.10673
C 0.18109 -1.51802 4.09180
C 1.24324 -2.54840 3.78874
C 0.63718 -0.08111 1.64239
H -0.66534 -1.59094 3.40833
H -0.21136 -1.66595 5.09608
H 1.65805 -2.41502 2.78828
H 0.81552 -3.54487 3.86031
H 2.06331 -2.46595 4.50236
H 1.60372 -0.45052 1.30223
H 0.30884 0.69003 0.95004
H -0.08650 -0.89163 1.61664
O -0.48410 -4.90650 5.24893
C -1.12764 -4.97581 6.26164
O -2.46449 -4.85010 6.17692
C -3.33866 -5.08790 7.28773
C -3.51634 -3.85613 8.14956
C -0.47399 -5.12341 7.61505
H -2.99796 -5.94743 7.86509
H -4.28549 -5.36814 6.83015
H -2.57876 -3.55006 8.61358
H -4.23998 -4.05242 8.94053
H -3.87818 -3.02455 7.54533
H -0.25032 -4.12869 7.99978
H 0.46100 -5.65937 7.47922
H -1.07475 -5.65572 8.34718

=====

3.
6
Properties=species:S:1:pos:R:3 method="wB97M-V/def2-TZVPD" gap_ev=9.59 lumo_energy_ev=0.747 smiles=S.S e_above_lowest_kj_mol=24.33 total_charge=0 e_tot_ha=-798.7401
S -1.62553 0.01852 -1.05299
H -1.86917 -0.93699 -0.13683
H -1.29763 0.91635 -0.10531
S 1.57212 0.07225 -0.18585
H 1.86703 -0.96280 0.62250
H 1.35317 0.89268 0.85850

=====

4.
60
Properties=species:S:1:pos:R:3 method="wB97M-V/def2-TZVPD" gap_ev=8.79 lumo_energy_ev=-1.090 e_above_lowest_kj_mol=280.45 total_charge=0 e_tot_ha=-2007.7905
N 2.64245 1.29003 -2.40003
H 3.08745 1.70903 -3.21003
H 2.19445 0.50503 -3.03703
H 2.04745 1.79603 -2.05403
H 3.07745 1.04603 -1.54903
F 0.17145 0.98603 -0.78103
C -2.86755 1.16303 -2.73203
C -2.91355 2.32103 -1.70403
C -1.65855 3.21703 -1.88103
O -2.20855 4.39103 -2.18703
C -3.51755 4.30203 -2.25403
O -4.13255 5.28503 -2.65803
O -3.92955 3.12303 -1.99203
H -2.28955 1.48303 -3.67403
H -3.99355 0.83803 -3.15803
H -2.39355 0.25203 -2.27803
H -3.29355 1.90303 -0.76803
H -0.94055 2.74903 -2.48503
H -1.00455 3.18103 -0.94803
C 2.44845 1.20403 3.38297
C 2.38445 -0.27897 2.85997
C 2.40145 -0.45197 1.35697
O 3.32845 -1.50897 1.12997
C 4.01745 -1.72597 2.13597
O 4.87745 -2.56297 2.23497
O 3.52845 -1.05597 3.23297
H 1.73245 1.73903 2.98297
H 3.45945 1.62103 3.34597
H 2.63645 1.40603 4.52097
H 1.56245 -0.94297 3.36697
H 2.69945 0.55603 0.63097
H 1.47845 -0.72797 0.92797
C -2.70955 -0.29797 1.51597
C -1.38455 0.20103 2.14197
C -1.18055 1.67303 1.98197
O -0.76255 1.97203 3.33297
C -1.00355 0.93303 4.13897
O -0.89655 1.13503 5.39397
O -1.47155 -0.02297 3.52797
H -3.25655 -1.14397 1.81797
H -2.55955 -0.50697 0.48097
H -3.51055 0.57903 1.68697
H -0.57555 -0.23697 1.92497
H -1.81155 2.29903 1.62697
H -0.37955 2.00403 1.31297
C -0.64355 -2.65797 -0.84603
C 0.42745 -3.58297 -0.15403
C 1.64245 -3.68597 -1.05703
S 1.27745 -3.09997 -2.63203
O 1.55045 -4.14797 -3.53003
O 1.73945 -1.71897 -2.75803
C -0.42555 -2.82497 -2.30103
H -0.51355 -1.64597 -0.66503
H -1.63355 -2.78297 -0.64903
H -0.01355 -4.44597 -0.06303
H 0.72145 -3.21497 0.79097
H 1.93245 -4.61897 -1.15203
H 2.52145 -3.10097 -0.78303
H -0.80355 -3.88497 -2.48503
H -0.90955 -1.98497 -2.95903

=====

Number 1: largest force on an atom 0.064 Eh/bohr, HOMO level -10.346 eV. Number 2: largest force on an atom 0.011 Eh/bohr, HOMO level -10.563 eV. Number 3: largest force on an atom 0.013 Eh/bohr, HOMO level -8.840 eV. Number 4: largest force on an atom 0.252 Eh/bohr, HOMO level -9.878 eV.